The following is a quantum chemistry calculation of a cluster of 3 separate species, C25H43BrN4O4 in total, from the OMol25 dataset.

Values from the calculation:
Highest occupied orbital energy: -8.45 eV
HOMO-LUMO gap: 8.8 eV

```
77
C25H43BrN4O4 | the OMol25 dataset | ωB97M-V with the def2-TZVPD basis set
N 0.9019 -3.1849 3.4557
C 1.9648 -3.6259 3.3093
C 3.2550 -4.1125 2.7413
C 2.9677 -5.1739 1.6388
C 3.2607 -4.6894 0.1895
C 2.8315 -3.2428 -0.1038
Br 3.3857 -2.8468 -1.9582
C 4.0649 -4.7902 3.9034
C 3.2726 -5.9397 4.4498
N 2.6624 -6.6494 5.1384
C 4.4526 -3.7906 4.9950
C 3.8390 -3.8338 6.2317
C 4.1704 -2.9274 7.2323
C 5.1327 -1.9703 6.9744
C 5.7596 -1.9354 5.7427
C 5.4378 -2.8419 4.7579
H 3.8790 -3.2971 2.3654
H 1.9493 -5.5767 1.6871
H 3.6396 -6.0239 1.8308
H 4.3310 -4.8316 -0.0191
H 2.7341 -5.3418 -0.5207
H 1.7423 -3.1213 -0.0742
H 3.2662 -2.4976 0.5667
H 4.9790 -5.2154 3.4614
H 3.0563 -4.5479 6.4800
H 3.6493 -3.0015 8.1847
H 5.3732 -1.2632 7.7663
H 6.5148 -1.1660 5.5905
H 5.9523 -2.8084 3.7957
C 0.2187 0.5132 0.4636
O -0.4460 -0.7337 0.3847
C -0.8965 -1.2324 1.6457
C -2.4105 -1.1747 1.7424
N -2.8838 0.2018 1.8477
C -4.3275 0.3552 1.6770
C -4.9356 -0.0489 0.3335
O -4.5605 0.7844 -0.7494
C -3.3125 0.4674 -1.3435
H 0.6846 0.7034 -0.5033
H -0.4834 1.3287 0.6656
H 0.9992 0.5007 1.2304
H -0.4229 -0.7150 2.4836
H -0.5919 -2.2778 1.6906
H -2.7360 -1.7362 2.6224
H -2.8128 -1.6705 0.8495
H -2.4219 0.7643 1.1463
H -4.5491 1.4141 1.8341
H -4.8355 -0.1942 2.4763
H -6.0196 0.0631 0.4269
H -4.7628 -1.1035 0.0903
H -3.0993 -0.6036 -1.3172
H -2.5099 1.0283 -0.8581
H -3.3414 0.7872 -2.3853
C -2.6036 7.2911 -3.8917
O -3.3802 6.3945 -4.6641
C -2.9605 6.2887 -6.0204
C -2.3261 4.9359 -6.2929
N -1.0304 4.8142 -5.6339
C -0.4846 3.4575 -5.6312
C -1.2723 2.3672 -4.9040
O -1.3139 2.5155 -3.4952
C -2.3119 3.3981 -3.0115
H -3.1191 7.4450 -2.9441
H -1.6135 6.8775 -3.6742
H -2.4976 8.2583 -4.3908
H -2.2923 7.1065 -6.3050
H -3.8633 6.3704 -6.6318
H -2.1945 4.8122 -7.3716
H -3.0292 4.1699 -5.9425
H -1.1173 5.1221 -4.6750
H 0.5011 3.5198 -5.1629
H -0.3213 3.1445 -6.6675
H -0.7485 1.4238 -5.0819
H -2.2815 2.2316 -5.3099
H -3.2124 3.3907 -3.6299
H -1.9148 4.4134 -2.9294
H -2.5815 3.0777 -2.0053
```